Entry from the Open Molecules 2025 dataset: a 6-piece molecular cluster, C21H37NO15 overall at a distorted geometry (ωB97M-V with the def2-TZVPD basis set).

Structure (XYZ):
```
74
Properties=species:S:1:pos:R:3:forces:R:3
C 2.1703 -0.3217 -3.8771 -1.2 0.3 1.1
C 2.0297 1.1978 -3.6835 -1.2 -2.2 0.5
C 1.5824 1.5759 -2.2441 -1.6 -2.1 -0.9
O 2.7339 1.9463 -1.6081 3.1 0.6 0.0
C 3.7838 2.0492 -2.5241 -1.0 1.5 0.3
O 4.8633 2.4986 -2.2630 -1.0 -1.0 -0.3
O 3.3030 1.7706 -3.7749 1.2 0.8 0.4
H 2.8905 -0.6817 -3.1927 1.1 -0.6 0.6
H 2.3356 -0.7061 -4.8570 0.6 0.3 -1.0
H 1.2538 -0.8205 -3.5724 -0.4 0.1 0.3
H 1.2947 1.4313 -4.4355 0.2 1.5 -0.3
H 1.1525 0.7064 -1.7401 0.2 -0.3 -0.1
H 0.8021 2.2974 -2.1532 -0.3 1.1 -0.4
C 4.9204 0.9803 4.6804 -0.6 0.5 1.7
C 4.2201 2.2721 4.0780 2.2 -2.3 0.9
C 3.8681 2.0710 2.6110 0.0 -1.8 -0.4
O 2.5562 2.5341 2.5219 -0.8 1.0 0.2
C 2.0451 2.6184 3.7504 -2.3 1.1 0.7
O 0.8851 2.8809 3.9377 0.9 -0.4 0.2
O 2.9525 2.4451 4.7484 0.6 0.2 -1.7
H 4.3534 -0.0074 4.5710 0.4 1.6 0.1
H 4.9982 1.2671 5.8142 0.1 -1.0 -2.0
H 5.9397 0.8019 4.2805 -0.6 0.4 0.2
H 4.9660 3.0739 4.2916 -1.1 0.0 -0.2
H 3.7003 0.9662 2.4013 1.2 1.0 0.0
H 4.4922 2.5775 1.8596 -0.1 -0.4 0.4
C -1.6587 -3.1984 -3.2201 0.2 1.0 -0.4
O -1.3003 -3.8215 -1.9650 1.9 1.3 2.0
C -0.3542 -3.3282 -1.1102 3.3 6.6 -1.1
O 0.5093 -2.1507 -1.2932 -5.3 -7.2 0.4
O -0.3898 -3.9600 0.0320 -1.0 -0.8 -1.0
C 0.5755 -3.7140 1.0547 2.1 0.0 -1.5
H -2.5081 -3.8709 -3.4522 0.4 0.9 -0.6
H -0.8022 -3.2935 -3.9215 -0.7 -0.2 0.3
H -1.9335 -2.0530 -3.2288 0.4 -2.3 0.7
H 0.8227 -4.6214 1.5878 -0.8 -0.4 0.1
H 0.2499 -2.9338 1.7096 -0.1 0.5 0.2
H 1.5150 -3.5230 0.4933 -0.5 0.7 0.7
C -3.4927 0.6923 -2.5523 -1.4 -2.8 0.8
O -3.2045 0.3370 -3.9219 0.2 0.7 -1.3
C -2.1034 0.7866 -4.4809 6.4 3.4 3.5
O -1.1865 1.5745 -3.7283 -5.2 -4.5 -4.9
O -1.8190 0.3171 -5.7561 -2.8 0.2 3.5
C -0.5483 0.5282 -6.3063 -0.2 1.7 -0.5
H -3.2531 1.6049 -2.1562 1.7 2.5 0.0
H -3.0994 -0.1042 -1.9120 0.3 0.2 -0.2
H -4.5623 0.6805 -2.2995 -0.1 -0.5 -1.2
H -0.2692 1.5635 -6.1621 0.4 0.1 0.4
H -0.6896 0.4324 -7.3636 0.0 -0.4 -0.6
H 0.1763 -0.1547 -5.9514 0.7 -0.7 0.6
C -1.9969 0.0956 5.3357 2.3 1.2 -0.6
O -3.0008 -0.5152 4.5754 -1.2 -2.6 -3.1
C -2.7216 -1.4416 3.5821 8.0 -1.8 -1.1
O -1.4497 -1.9334 3.1897 -6.6 3.7 3.0
O -3.7268 -1.9310 2.9326 -1.4 1.8 1.4
C -3.4869 -2.6089 1.7434 1.8 -1.5 -2.0
H -1.4541 0.9413 4.7831 -0.7 -1.4 0.4
H -1.2860 -0.6263 5.7153 0.3 -0.2 -0.2
H -2.4412 0.5576 6.1890 -0.8 0.2 0.4
H -2.7694 -3.4161 1.8511 0.1 -0.1 0.6
H -3.0317 -2.0561 0.8995 -0.4 0.6 0.8
H -4.3718 -3.0619 1.3703 -1.2 0.1 0.1
C -0.0551 1.0562 1.5020 1.1 -1.3 -1.7
C -1.2799 0.4747 0.7631 1.0 2.8 3.2
C -2.5413 1.1628 1.3260 0.8 1.6 -0.5
C -3.7702 0.6863 0.8069 -1.7 -1.0 -0.6
N -4.7973 0.2941 0.4667 0.2 0.1 -0.2
H 0.9991 0.8301 1.2406 -0.7 -0.9 -1.3
H 0.0469 0.7217 2.4778 -0.8 0.0 2.4
H 0.0204 2.0732 1.3419 -0.4 2.5 0.5
H -1.2596 -0.5176 0.9501 -0.4 -3.3 0.4
H -1.1506 0.6490 -0.2251 0.0 0.5 -3.3
H -2.5757 2.2666 1.0669 0.5 -1.0 0.5
H -2.6667 1.0841 2.3999 0.5 0.0 0.4
```
Positions in Å, forces in eV/Å.

Its gap between HOMO and LUMO is 10.73 eV. The LUMO energy comes out at 0.019 Ha. The SMILES is C[C@H]1COC(=O)O1.C[C@H]1COC(=O)O1.COC(=O)OC.COC(=O)OC.COC(=O)OC.CCCC#N. The value obtained for the largest force on an atom is 0.1740 Eh/bohr. As for the spin multiplicity: 1. The calculation puts the total energy at -2005.509155 Eh. Its HOMO energy is -10.2 eV. As for the net charge: 0.